[1]
Entry from the OMol25 dataset: a cluster of 9 separate species, C15H48O9 in total (ωB97M-V with the def2-TZVPD basis set).

Summary:
- molecular weight (g/mol) = 372.5
- highest occupied orbital energy (eV) = -9.47
- relative energy (zero: lowest compared OMol25 entry of this formula, charge and spin) (eV) = 12.807
- structure (SMILES) = CC(C)O.CC(C)O.CC(C)O.CO.CO.CO.CO.CO.CO
- maximum force (eV/Å) = 10.2

Geometry as ORCA input:
```
! wB97M-V def2-TZVPD RIJCOSX def2/J DEFGRID3
* xyz 0 1
C 38.35 13.18 18.70
O 37.21 12.46 18.37
H 39.15 12.69 18.24
H 38.51 13.32 19.69
H 38.22 14.15 18.30
H 36.52 12.92 18.54
C 38.37 9.35 16.98
O 38.44 10.72 16.54
H 39.12 8.58 16.55
H 37.40 9.00 16.67
H 38.33 9.45 18.10
H 37.81 11.30 16.98
C 30.32 13.38 14.93
O 31.71 13.45 15.16
H 29.93 13.73 15.79
H 29.96 12.33 14.62
H 29.79 14.21 14.18
H 31.98 14.08 14.61
C 35.77 8.59 19.66
O 35.63 7.18 19.66
H 36.54 9.07 20.14
H 34.85 8.93 20.13
H 35.78 8.95 18.54
H 35.03 6.91 19.04
C 34.76 15.01 18.26
O 35.01 14.11 19.17
H 35.66 15.14 17.84
H 34.48 15.95 18.64
H 33.97 14.57 17.51
H 34.35 14.28 19.79
C 29.43 8.36 15.13
O 28.21 8.45 14.58
H 30.10 7.75 14.69
H 29.26 8.10 16.06
H 29.92 9.36 14.98
H 28.43 8.71 13.72
C 35.34 5.44 15.04
C 36.58 5.16 14.12
C 37.49 6.35 14.17
O 37.36 4.09 14.59
H 35.52 5.64 16.15
H 34.67 4.65 15.03
H 35.03 6.40 14.57
H 36.20 4.98 12.99
H 38.45 6.06 13.63
H 37.69 6.59 15.20
H 37.19 7.29 13.77
H 36.71 3.39 14.67
C 34.51 11.46 15.94
C 33.62 10.57 14.98
C 34.12 9.07 14.91
O 32.34 10.64 15.37
H 35.27 11.64 15.30
H 34.84 11.13 16.91
H 34.13 12.53 16.13
H 33.80 11.02 14.02
H 33.62 8.51 14.38
H 34.28 8.50 15.62
H 35.10 8.85 14.56
H 32.08 11.44 15.52
C 30.51 9.33 19.74
C 31.08 10.29 18.72
C 32.17 11.26 19.12
O 31.75 9.46 17.85
H 31.23 8.78 20.29
H 29.91 8.48 19.23
H 29.80 9.69 20.36
H 30.29 10.92 18.08
H 32.39 12.05 18.26
H 32.78 10.56 19.60
H 31.84 11.84 20.08
H 32.01 9.82 17.00
*
```

***

[2]
Entry from the OMol25 dataset: a cluster of 10 separate species, C15H49N2O16P in total (ωB97M-V with the def2-TZVPD basis set).

Summary:
- molecular weight (g/mol) = 544.5
- highest occupied orbital energy (eV) = -9.53
- structure (SMILES) = NOC(=O)N(CCCCOC=O)P(=O)(O)O.CO.CO.CO.CO.CO.CO.CO.CO.CO
- maximum force (eV/Å) = 9.0

Geometry as ORCA input:
```
! wB97M-V def2-TZVPD RIJCOSX def2/J DEFGRID3
* xyz 0 1
N -0.61 -0.43 2.12
O -1.69 0.29 1.80
C -1.44 0.97 0.48
O -0.89 2.20 0.53
N -1.76 0.33 -0.85
C -0.79 0.71 -1.94
C 0.77 0.31 -1.66
C 1.00 -1.19 -1.04
C 0.89 -2.42 -2.13
O 0.14 -2.09 -3.35
C -0.77 -3.26 -3.53
O -2.07 -3.03 -3.80
P -3.45 0.85 -1.25
O -3.61 2.41 -1.44
O -3.85 -0.03 -2.75
O -4.47 0.29 0.09
H -0.83 -1.43 2.33
H -0.02 0.02 2.85
H -1.16 0.19 -2.95
H -0.83 1.88 -2.16
H 1.18 1.07 -0.84
H 1.44 0.51 -2.62
H 2.12 -1.22 -0.62
H 0.22 -1.41 -0.19
H 1.97 -2.87 -2.34
H 0.29 -3.29 -1.58
H -0.40 -4.38 -3.41
H -4.69 -0.52 -2.50
H -4.01 -0.58 0.36
C 1.63 2.81 3.84
O 2.05 1.48 4.10
H 1.28 2.87 2.80
H 0.81 3.07 4.51
H 2.47 3.49 3.98
H 2.35 1.45 5.02
C -4.49 -1.78 3.43
O -4.75 -1.84 2.04
H -3.56 -1.23 3.59
H -5.31 -1.26 3.93
H -4.39 -2.79 3.83
H -5.59 -2.33 1.93
C 4.70 -3.33 -3.47
O 3.81 -4.14 -2.72
H 4.16 -2.45 -3.83
H 5.53 -3.02 -2.84
H 5.07 -3.89 -4.33
H 4.31 -4.91 -2.42
C 1.73 -0.47 -5.90
O 1.50 0.56 -4.95
H 1.61 -1.44 -5.41
H 1.02 -0.38 -6.72
H 2.75 -0.38 -6.28
H 1.62 1.41 -5.42
C 3.39 4.36 0.75
O 2.07 4.22 1.23
H 3.99 4.89 1.50
H 3.83 3.37 0.58
H 3.38 4.93 -0.18
H 1.56 3.74 0.55
C 5.77 3.82 4.41
O 5.50 3.76 3.02
H 6.70 4.36 4.57
H 4.95 4.34 4.92
H 5.87 2.80 4.81
H 4.67 3.26 2.91
C -8.81 -1.79 3.28
O -8.05 -2.25 2.18
H -8.97 -2.61 3.97
H -8.27 -0.99 3.79
H -9.78 -1.42 2.92
H -7.92 -1.49 1.58
C 8.70 -2.34 -4.07
O 7.81 -3.15 -3.32
H 8.16 -1.46 -4.43
H 9.53 -2.03 -3.44
H 9.08 -2.91 -4.93
H 8.32 -3.93 -3.02
C -7.21 2.09 3.06
O -8.10 1.88 4.14
H -7.01 1.13 2.57
H -7.66 2.78 2.34
H -6.27 2.50 3.43
H -8.25 2.75 4.55
*
```

***

[3]
Entry from the OMol25 dataset: a cluster of 11 separate species, C15H52N10O11 in total (ωB97M-V with the def2-TZVPD basis set).

Summary:
- molecular weight (g/mol) = 548.6
- highest occupied orbital energy (eV) = -7.69
- relative energy (zero: lowest compared OMol25 entry of this formula, charge and spin) (eV) = 2.288
- structure (SMILES) = NC(N)=O.NC(N)=O.NC(N)=O.NC(N)=O.NC(N)=O.CCO.CCO.CCO.CCO.CO.CO
- maximum force (eV/Å) = 9.2

Geometry as ORCA input:
```
! wB97M-V def2-TZVPD RIJCOSX def2/J DEFGRID3
* xyz 0 1
C 5.92 0.76 0.31
C 4.48 0.89 0.57
O 3.64 0.23 -0.34
H 6.22 -0.28 0.15
H 6.49 1.23 1.11
H 6.23 1.28 -0.58
H 4.26 1.94 0.64
H 4.23 0.47 1.49
H 2.80 0.27 0.15
C -0.67 -4.34 -1.52
C -1.90 -3.60 -2.04
O -1.98 -2.30 -1.57
H -0.43 -5.13 -2.23
H -0.78 -4.85 -0.64
H 0.27 -3.78 -1.49
H -2.78 -4.05 -1.66
H -2.03 -3.69 -3.16
H -2.80 -2.03 -2.02
C -0.03 0.04 -3.35
C 1.29 0.31 -2.65
O 1.70 -0.90 -2.09
H -0.82 -0.33 -2.73
H 0.14 -0.66 -4.16
H -0.45 0.93 -3.82
H 1.18 1.12 -1.91
H 2.00 0.80 -3.34
H 1.13 -1.06 -1.32
C 2.21 3.74 -0.09
C 0.70 3.65 0.14
O 0.15 4.85 0.70
H 2.45 4.53 -0.76
H 2.53 2.76 -0.48
H 2.79 3.98 0.77
H 0.41 2.90 0.84
H 0.25 3.47 -0.80
H -0.78 4.74 0.71
C -3.42 1.25 -2.62
O -2.32 2.18 -2.68
N -4.52 1.29 -3.28
N -3.41 0.26 -1.76
H -4.66 2.21 -3.69
H -5.32 0.65 -3.27
H -2.57 0.20 -1.17
H -4.04 -0.50 -1.77
C -3.59 3.69 0.30
O -4.38 4.56 -0.38
N -2.40 3.33 -0.02
N -3.95 3.22 1.44
H -2.04 3.49 -0.97
H -1.93 2.58 0.50
H -4.88 3.44 1.84
H -3.39 2.72 2.12
C -0.89 1.76 3.31
O -1.61 2.75 2.70
N 0.38 1.85 3.41
N -1.47 0.65 3.76
H 0.75 2.78 3.31
H 1.02 1.11 3.79
H -2.47 0.69 3.45
H -0.94 -0.22 3.85
C 0.04 -0.09 0.38
O -1.01 0.81 0.01
N 1.08 0.17 1.12
N 0.12 -1.34 -0.05
H 0.89 1.02 1.66
H 1.63 -0.57 1.68
H -0.74 -1.69 -0.56
H 0.49 -2.03 0.65
C 0.88 -2.40 2.71
O -0.12 -1.93 3.61
N 2.01 -1.76 2.53
N 0.67 -3.28 1.83
H 2.32 -1.31 3.37
H 2.78 -2.24 2.06
H -0.28 -3.63 1.98
H 1.31 -3.87 1.25
C 3.54 -3.23 -0.97
O 4.07 -4.25 -1.81
H 2.48 -3.28 -0.99
H 3.83 -2.25 -1.27
H 3.82 -3.34 0.06
H 3.69 -5.12 -1.59
C -2.93 -1.56 1.36
O -4.18 -1.63 0.71
H -2.68 -0.45 1.18
H -2.17 -2.17 0.92
H -2.92 -1.71 2.43
H -4.56 -0.72 0.69
*
```

***

[4]
Entry from the OMol25 dataset: a cluster of 11 separate species, C15H52N4O11 in total (ωB97M-V with the def2-TZVPD basis set).

Summary:
- molecular weight (g/mol) = 464.6
- highest occupied orbital energy (eV) = -8.64
- relative energy (zero: lowest compared OMol25 entry of this formula, charge and spin) (eV) = 0.389
- structure (SMILES) = NC(N)=O.NC(N)=O.CCO.CCO.CCO.CCO.CO.CO.CO.CO.CO
- maximum force (eV/Å) = 8.7

Geometry as ORCA input:
```
! wB97M-V def2-TZVPD RIJCOSX def2/J DEFGRID3
* xyz 0 1
C 24.18 -3.47 -7.32
C 23.32 -4.48 -8.03
O 22.02 -4.04 -8.25
H 23.58 -2.97 -6.51
H 24.54 -2.60 -7.93
H 25.08 -4.02 -7.07
H 23.23 -5.38 -7.43
H 23.81 -4.84 -8.90
H 21.89 -3.82 -9.20
C 24.75 0.56 -6.38
C 24.02 1.85 -5.88
O 23.25 1.49 -4.69
H 24.02 -0.27 -6.39
H 25.64 0.35 -5.79
H 25.18 0.70 -7.36
H 23.30 2.38 -6.57
H 24.67 2.66 -5.52
H 22.56 0.92 -5.02
C 24.18 4.05 -9.46
C 22.74 4.42 -9.89
O 21.85 3.48 -9.38
H 24.88 4.79 -9.80
H 24.54 3.04 -9.79
H 24.29 4.18 -8.34
H 22.71 4.63 -10.91
H 22.51 5.41 -9.49
H 21.02 3.79 -9.72
C 22.00 0.83 -12.00
C 20.89 -0.21 -11.96
O 19.67 0.40 -12.35
H 21.90 1.57 -11.19
H 22.08 1.19 -13.04
H 23.00 0.39 -11.86
H 20.95 -0.62 -10.94
H 21.20 -1.03 -12.61
H 19.46 0.33 -13.31
C 22.18 -0.06 -8.36
O 23.39 0.00 -8.97
N 21.48 0.98 -8.13
N 21.62 -1.17 -8.07
H 21.90 1.82 -8.53
H 20.83 1.10 -7.32
H 22.10 -2.00 -8.42
H 20.62 -1.20 -7.88
C 18.15 2.22 -9.68
O 17.20 2.47 -10.64
N 18.20 2.86 -8.55
N 19.24 1.51 -9.84
H 17.36 3.52 -8.38
H 18.99 2.80 -7.89
H 19.40 0.98 -10.74
H 20.05 1.55 -9.28
C 18.34 -1.81 -7.00
O 19.00 -0.71 -7.62
H 17.65 -1.51 -6.19
H 19.05 -2.56 -6.57
H 17.84 -2.26 -7.73
H 18.48 -0.31 -8.29
C 23.29 -2.62 -11.23
O 21.93 -3.12 -11.01
H 23.77 -2.15 -10.32
H 23.26 -1.87 -11.95
H 23.89 -3.41 -11.47
H 21.64 -3.69 -11.69
C 21.55 -1.66 -4.57
O 21.54 -0.44 -5.34
H 21.66 -1.44 -3.51
H 22.50 -2.13 -4.77
H 20.69 -2.17 -4.90
H 21.44 -0.68 -6.28
C 22.40 4.97 -6.27
O 22.38 4.47 -4.95
H 23.46 5.28 -6.35
H 21.78 5.86 -6.24
H 22.14 4.29 -7.10
H 22.44 3.55 -4.99
C 19.65 2.09 -5.48
O 19.91 3.01 -6.53
H 19.01 2.62 -4.79
H 20.55 1.71 -4.95
H 19.13 1.22 -5.83
H 20.02 3.93 -6.23
*
```

***

[5]
Entry from the OMol25 dataset: a cluster of 13 separate species, C15H52N5O13 in total (ωB97M-V with the def2-TZVPD basis set).

Summary:
- molecular weight (g/mol) = 510.6
- highest occupied orbital energy (eV) = -11.38
- maximum force (eV/Å) = 1.0

Geometry as ORCA input:
```
! wB97M-V def2-TZVPD RIJCOSX def2/J DEFGRID3
* xyz 1 1
N 5.67 -0.30 -1.76
C 4.47 0.33 -1.90
N 4.29 1.49 -2.56
C 3.01 1.77 -2.43
N 2.38 0.83 -1.72
N 1.03 0.75 -1.33
C 0.34 0.09 -2.16
O -0.35 -0.53 -2.81
N 3.30 -0.09 -1.39
H 5.94 -1.11 -2.28
H 6.34 0.11 -1.14
H 2.50 2.62 -2.84
H 3.15 -0.93 -0.82
C -3.84 0.94 -1.11
O -2.42 0.69 -1.00
H -4.06 1.85 -0.56
H -4.12 1.07 -2.16
H -4.40 0.12 -0.68
H -2.26 -0.13 -1.47
C 8.75 0.17 1.06
O 8.14 1.08 0.14
H 8.83 -0.80 0.57
H 9.75 0.51 1.33
H 8.15 0.06 1.96
H 8.07 1.93 0.57
C 3.82 -0.20 2.18
O 2.89 -0.90 1.33
H 4.65 -0.86 2.39
H 4.19 0.71 1.69
H 3.33 0.08 3.12
H 2.15 -0.31 1.17
C -7.32 -0.18 -0.70
O -6.60 0.50 0.33
H -6.66 -0.92 -1.14
H -8.20 -0.67 -0.29
H -7.62 0.53 -1.47
H -7.19 1.16 0.71
C -7.18 1.43 3.75
O -8.01 2.38 3.09
H -7.20 0.52 3.17
H -6.15 1.80 3.82
H -7.56 1.22 4.76
H -8.00 3.19 3.59
C 7.19 -3.13 3.28
O 6.06 -2.39 2.80
H 7.97 -2.42 3.55
H 6.92 -3.71 4.16
H 7.56 -3.79 2.50
H 5.38 -3.03 2.57
C 11.93 -1.51 0.92
O 11.67 -0.71 2.07
H 10.98 -1.80 0.50
H 12.50 -0.94 0.17
H 12.49 -2.41 1.19
H 12.52 -0.45 2.44
C 6.55 -6.26 0.76
O 5.80 -5.86 1.91
H 7.11 -5.40 0.42
H 7.25 -7.06 1.02
H 5.90 -6.60 -0.04
H 5.30 -6.63 2.21
C -4.06 -1.62 -4.98
O -3.90 -0.93 -3.74
H -5.11 -1.85 -5.09
H -3.75 -0.98 -5.82
H -3.48 -2.54 -4.99
H -2.97 -0.71 -3.63
C -8.35 3.67 -0.28
O -8.87 2.66 -1.15
H -7.27 3.68 -0.40
H -8.74 4.66 -0.52
H -8.58 3.44 0.77
H -9.83 2.66 -1.04
C -8.81 8.13 -1.17
O -9.62 7.06 -0.70
H -8.17 8.44 -0.35
H -8.19 7.82 -2.01
H -9.43 8.98 -1.48
H -10.19 6.79 -1.42
C -4.57 -2.76 0.44
O -4.49 -3.64 -0.68
H -4.02 -3.21 1.26
H -4.12 -1.79 0.21
H -5.61 -2.61 0.75
H -4.97 -3.23 -1.40
*
```

***

[6]
Entry from the OMol25 dataset: a cluster of 12 separate species, C15H54O12 in total (ωB97M-V with the def2-TZVPD basis set).

Summary:
- molecular weight (g/mol) = 426.6
- highest occupied orbital energy (eV) = -9.49
- relative energy (zero: lowest compared OMol25 entry of this formula, charge and spin) (eV) = 3.821
- structure (SMILES) = CCO.CCO.CCO.CCO.CCO.CO.CO.CO.CO.CO.O.O
- maximum force (eV/Å) = 2.5

Geometry as ORCA input:
```
! wB97M-V def2-TZVPD RIJCOSX def2/J DEFGRID3
* xyz 0 1
C -1.92 -3.73 0.49
O -0.81 -4.57 0.24
H -2.57 -3.71 -0.38
H -2.46 -4.10 1.36
H -1.54 -2.73 0.69
H -1.08 -5.48 0.13
C -3.59 -1.70 -2.72
O -3.29 -1.14 -1.46
H -2.73 -2.09 -3.27
H -4.27 -2.52 -2.50
H -4.03 -0.99 -3.43
H -3.08 -0.21 -1.63
C -0.29 -0.30 -0.42
O -0.01 1.08 -0.56
H -0.94 -0.41 0.45
H -0.70 -0.73 -1.33
H 0.63 -0.80 -0.11
H 0.82 1.19 -1.04
C 3.76 -0.06 0.08
O 3.05 -0.25 -1.10
H 4.31 -0.96 0.36
H 4.31 0.88 0.10
H 3.05 0.12 0.90
H 2.63 -1.11 -1.09
C 1.69 -3.88 -2.37
O 1.23 -3.15 -1.18
H 2.15 -4.85 -2.15
H 0.91 -4.06 -3.11
H 2.39 -3.16 -2.79
H 0.67 -3.72 -0.64
O -2.68 1.61 -1.48
H -2.95 2.53 -1.43
H -1.75 1.62 -1.20
O 0.34 3.59 0.89
H 0.67 3.92 0.05
H -0.14 2.79 0.66
C -4.23 1.12 2.06
C -3.96 -0.34 1.82
O -4.96 -0.86 0.95
H -3.66 1.54 2.89
H -5.29 1.33 2.22
H -4.04 1.76 1.20
H -3.96 -0.96 2.71
H -2.96 -0.48 1.41
H -4.50 -1.13 0.15
C 3.52 4.69 -0.60
C 3.04 3.58 -1.57
O 1.67 3.62 -1.87
H 3.13 4.54 0.41
H 3.27 5.72 -0.84
H 4.60 4.56 -0.54
H 3.37 2.60 -1.21
H 3.55 3.82 -2.51
H 1.41 3.98 -2.71
C 1.21 0.82 -4.27
C 2.66 0.39 -4.25
O 3.27 0.70 -5.49
H 0.76 0.63 -5.25
H 1.14 1.90 -4.12
H 0.59 0.34 -3.51
H 2.70 -0.68 -4.08
H 3.12 0.93 -3.42
H 4.20 0.48 -5.39
C 1.33 1.33 3.55
C -0.16 1.56 3.45
O -0.43 2.95 3.33
H 1.60 0.28 3.51
H 1.73 1.73 4.48
H 1.73 1.81 2.66
H -0.62 1.17 4.36
H -0.61 1.02 2.62
H -0.02 3.35 2.55
C 0.03 -2.01 3.29
C -1.19 -2.07 4.23
O -0.82 -2.07 5.61
H 0.95 -1.66 3.75
H -0.10 -1.27 2.49
H 0.27 -2.94 2.77
H -1.77 -2.97 4.01
H -1.80 -1.17 4.09
H -1.53 -2.57 6.03
*
```

***

The Kohn-Sham gap results, record by record, are as follows: 9.77; 9.74; 6.72; 8.98; 8.07; 9.82 eV.
The electronic energy results, record by record, are as follows: -1277.00860; -2255.26118; -1977.74733; -1649.19486; -1854.09524; -1506.63183 hartree.